# 1
22
Properties=species:S:1:pos:R:3:forces:R:3 method="wB97M-V/def2-TZVPD" fmax_ev_per_a=1.99 e_above_lowest_kcal_mol=27.8 lumo_ev=1.162 gap_ev=9.7
C -0.05943 2.30707 1.33225 0.17 1.53 -0.20
C 0.81710 1.21792 0.75088 -0.41 -1.30 -0.13
C 0.56151 0.75482 -0.69469 -1.24 0.22 0.12
C -0.78368 -0.00727 -0.96387 1.77 0.31 0.73
N -1.10962 -3.74227 -0.39077 -0.16 0.40 0.10
C -1.25836 -2.42853 -0.97197 0.27 -1.66 1.08
C -0.66372 -1.40270 -0.37818 -1.04 0.68 -1.27
N 2.23259 1.50623 0.89791 -0.17 -1.00 0.37
H -1.13903 2.15668 1.32902 0.04 -0.30 -0.18
H 0.15870 3.26513 0.83348 -0.26 -0.19 -0.24
H 0.22482 2.54585 2.36605 -0.02 -0.50 -0.02
H 0.55948 0.32461 1.34076 0.53 0.03 0.20
H 1.29596 -0.00272 -0.96508 0.59 0.56 -0.09
H 0.57344 1.64240 -1.33107 0.39 -0.11 -0.31
H -0.83982 -0.08307 -2.04843 -0.48 0.06 0.01
H -1.60070 0.58201 -0.55565 -0.35 -0.15 -0.05
H -1.88131 -4.36727 -0.57532 0.17 0.04 -0.21
H -0.23333 -4.16987 -0.62819 0.16 -0.24 -0.05
H -1.87375 -2.45730 -1.86455 -0.02 0.85 -0.03
H -0.06205 -1.57419 0.50381 -0.12 -0.02 0.13
H 2.41822 1.85562 1.81327 0.35 0.35 0.44
H 2.66298 2.07684 0.20035 -0.15 0.42 -0.41



# 2
61
Properties=species:S:1:pos:R:3:forces:R:3 method="wB97M-V/def2-TZVPD" s2=0.754 fmax_ev_per_a=0.83 spin_multiplicity=2 e_above_lowest_kcal_mol=5.9 lumo_ev="-11.452 / -11.226" total_charge=+3 gap_ev="6.2 / 6.4"
Re 0.43199 0.13193 -0.40354 0.48 -0.02 -0.40
N -1.08459 -3.20164 1.57733 0.10 0.17 -0.05
C -0.68948 -2.73242 0.41615 0.09 -0.07 0.03
N -0.16516 -1.50401 0.62748 -0.82 -0.03 0.14
C -0.33076 -1.30720 1.99788 0.08 0.15 0.21
N -0.86792 -2.32120 2.59622 0.07 0.05 -0.17
C 0.07545 -0.00595 2.53620 -0.09 -0.12 -0.07
C 0.00916 0.38731 3.85873 -0.02 -0.06 -0.04
N 0.34941 1.62280 4.22362 -0.01 -0.05 -0.05
C 0.74211 2.45868 3.28045 0.04 0.15 -0.02
C 0.83363 2.08477 1.93523 0.04 -0.01 0.06
N 0.50281 0.84828 1.56905 0.03 -0.11 0.21
H -1.52075 -4.09728 1.78078 0.00 0.02 -0.02
H -0.75782 -3.25137 -0.52733 -0.03 0.01 -0.04
H -0.32614 -0.29477 4.63134 -0.01 -0.02 -0.01
H 1.00335 3.46649 3.58144 0.00 0.00 -0.01
H 1.16149 2.77203 1.16721 0.01 0.02 0.01
O 0.22822 -0.60529 -2.45086 -0.40 0.56 -0.08
C 0.17965 0.22994 -3.59621 -0.03 -0.11 0.23
C 0.80925 -0.16903 -4.75276 -0.04 0.08 0.00
C 0.69586 0.64259 -5.87854 -0.01 0.00 0.04
C -0.04712 1.81499 -5.84552 -0.01 0.00 0.03
C -0.69077 2.18987 -4.67969 -0.05 0.02 0.03
C -0.56868 1.40352 -3.52920 -0.05 -0.03 0.04
C -1.26837 1.83516 -2.32158 -0.49 0.40 -0.39
O -2.25993 2.40606 -2.10187 0.52 -0.29 -0.10
O -0.40950 1.55357 -1.06438 -0.17 -0.38 0.54
H 0.73199 -1.41654 -2.66668 0.40 -0.57 0.09
H 1.38204 -1.08863 -4.79482 -0.03 0.08 0.02
H 1.19373 0.34309 -6.79024 0.01 0.01 -0.03
H -0.12844 2.43249 -6.72849 -0.01 0.01 0.00
H -1.28465 3.09323 -4.63374 0.00 0.01 -0.02
C 1.82161 -4.59844 -5.33681 -0.03 0.02 0.07
C 2.48272 -4.79300 -3.97586 0.03 -0.02 0.09
S 2.88584 -3.22226 -3.22995 0.38 -0.05 -0.30
O 3.32792 -2.28443 -4.23122 0.03 -0.02 0.12
O 1.75353 -2.77795 -2.39563 -0.13 -0.01 0.10
C 4.26708 -3.50311 -2.10062 -0.13 -0.04 0.16
C 5.06804 -2.22408 -1.83138 -0.11 0.06 0.00
N 4.17457 -1.06821 -1.58425 0.20 0.29 0.34
C 3.25792 -1.02582 -0.60863 -0.13 -0.10 -0.03
N 2.40175 -0.01461 -0.84246 0.52 0.41 -0.31
C 2.85488 0.66416 -1.97094 0.12 -0.18 -0.06
C 3.95543 0.02187 -2.40400 -0.24 0.09 -0.12
N 4.73339 0.40816 -3.58054 -0.25 -0.63 -0.43
O 4.13950 1.12055 -4.35232 0.06 0.25 0.17
O 5.83563 -0.06598 -3.71495 0.02 0.11 0.27
C 3.20816 -1.95594 0.54550 -0.05 -0.03 -0.05
H 1.66730 -5.58227 -5.77849 0.00 0.03 0.02
H 2.45544 -4.01694 -6.00084 0.01 0.00 -0.03
H 0.84924 -4.11744 -5.24333 -0.02 0.03 -0.02
H 3.41830 -5.34823 -4.05733 0.04 0.06 -0.03
H 1.83314 -5.30185 -3.26470 0.02 -0.04 0.05
H 4.93395 -4.24916 -2.53198 -0.01 0.03 -0.12
H 3.84032 -3.92686 -1.19172 0.03 -0.07 -0.06
H 5.68723 -1.95419 -2.67719 0.06 -0.02 -0.05
H 5.71259 -2.35619 -0.96209 0.01 -0.05 -0.06
H 2.37805 1.53366 -2.39078 0.00 0.04 0.02
H 4.21849 -2.20182 0.87118 -0.01 -0.04 0.00
H 2.68559 -2.87728 0.28621 -0.02 -0.01 0.06
H 2.70814 -1.48123 1.38781 -0.02 0.03 0.02



# 3
28
Properties=species:S:1:pos:R:3:forces:R:3 method="wB97M-V/def2-TZVPD" fmax_ev_per_a=2.78 e_above_lowest_kcal_mol=50.6 lumo_ev="-3.535 / -4.851" total_charge=+1 gap_ev="8.2 / 5.9"
C 0.04841 1.57726 -0.23105 0.15 -0.55 -2.14
C 1.17611 0.02451 -2.09979 0.54 -0.81 -1.09
C -0.34982 -0.12797 -1.91048 1.66 -1.05 0.01
C 1.40127 1.30197 -0.19853 -0.44 0.24 1.64
C 3.33799 0.08372 -0.84720 2.10 1.01 1.52
C -2.15915 1.35724 -1.26868 1.43 1.07 1.08
C -2.41589 -2.06387 3.22815 1.57 1.12 0.81
N 1.95755 0.33826 -0.91065 -2.51 1.05 0.11
N -0.74511 0.98105 -1.11530 -1.78 0.59 0.61
N 0.03064 -0.49035 2.52328 0.17 -0.95 -0.51
P -0.55433 -1.93900 2.90911 -1.03 1.70 1.78
H -0.32099 2.45569 0.20977 -0.47 0.74 0.90
H 1.57011 -0.92080 -2.42877 0.08 -0.34 -0.63
H 1.43069 0.80804 -2.83513 -0.30 -0.35 0.03
H -0.86506 0.01240 -2.90326 0.64 -0.79 0.99
H -0.51764 -1.15869 -1.40742 -0.30 1.69 -0.84
H 1.89465 1.89712 0.54974 0.88 -0.34 0.02
H 3.69582 0.80707 -0.01450 -0.05 -1.54 -1.37
H 3.55046 -0.96682 -0.55193 -0.01 0.70 -0.39
H 3.82840 0.39310 -1.78828 -0.05 -0.44 0.37
H -2.73273 0.67968 -0.68663 -0.85 -0.35 0.69
H -2.39794 1.20923 -2.28345 -0.49 0.15 -1.23
H -2.27111 2.41717 -0.96723 -0.25 -0.74 -0.15
H -3.03847 -1.77088 2.43276 -0.45 0.15 -1.59
H -2.66180 -1.27872 3.98759 0.35 -1.23 0.03
H -2.58898 -3.09756 3.46455 -0.40 -0.23 0.67
H -0.05225 0.12969 3.29578 -0.28 0.98 0.67
H -0.25084 -2.65856 1.84755 0.08 -1.47 -1.99



# 4
122
Properties=species:S:1:pos:R:3:forces:R:3 method="wB97M-V/def2-TZVPD" s2=3.757 fmax_ev_per_a=5.22 spin_multiplicity=4 lumo_ev="-3.145 / -3.016" total_charge=+1 gap_ev="7.5 / 7.7"
V -4.44892 10.97481 -27.31164 -0.91 -1.76 -0.17
I -6.10925 9.02330 -28.79957 0.42 0.68 0.39
C -3.48892 4.14223 -32.39771 0.13 0.09 1.23
O -4.68666 4.86830 -32.67725 -0.31 1.47 -0.61
C -4.63600 6.19999 -33.03465 1.80 -0.15 0.06
O -3.65408 6.94118 -32.88326 -2.59 -1.43 -0.33
O -5.82290 6.46097 -33.60959 0.51 -0.79 1.11
C -6.20401 7.72478 -34.11114 1.69 0.80 -1.00
H -2.83623 4.68211 -31.71169 0.27 0.49 -0.52
H -2.98167 3.79082 -33.29621 -0.11 0.24 0.03
H -3.77302 3.31508 -31.74715 -0.35 -0.24 -0.50
H -6.35916 8.50584 -33.36684 -0.92 -0.56 0.34
H -6.95622 7.50813 -34.86966 -0.41 0.37 0.69
H -5.37094 8.17501 -34.65093 0.33 -0.26 -0.32
C -4.53117 6.75387 -25.44732 0.58 0.35 -2.65
O -4.39434 7.61208 -24.35710 0.93 2.61 2.58
C -4.13860 8.94551 -24.51643 -1.70 -1.05 -0.33
O -4.13362 9.51364 -25.59594 0.62 -0.02 0.13
O -4.09557 9.57105 -23.33396 0.31 -0.65 0.54
C -3.85201 10.97991 -23.24397 0.35 1.03 -0.54
H -3.73850 6.99273 -26.15636 -0.21 0.15 -0.38
H -5.49371 6.94681 -25.92100 0.01 -0.28 -0.10
H -4.35141 5.69069 -25.28785 -0.36 0.27 1.13
H -3.65556 11.41734 -22.26511 -0.17 -1.49 0.75
H -4.70705 11.58981 -23.53556 -0.06 -0.38 -0.71
H -2.92962 11.26869 -23.74786 -0.24 -0.16 -0.68
C -0.55917 4.18240 -27.95734 0.28 -0.61 2.17
O -1.82007 4.77510 -27.63675 -0.58 0.82 -0.99
C -2.88112 4.43339 -28.35150 -1.28 -1.49 -0.69
O -2.97059 3.40779 -29.01193 -0.14 1.87 0.43
O -3.85037 5.34700 -28.09421 0.79 0.90 -0.31
C -5.06354 5.44351 -28.86563 -0.68 -2.17 -0.07
H -0.36486 3.80949 -26.95172 1.17 -0.09 -0.10
H 0.13187 4.98868 -28.20329 -0.07 -0.29 -0.29
H -0.52218 3.28219 -28.57082 -0.61 0.57 -0.56
H -5.46648 4.43072 -28.86470 -0.33 0.07 -0.14
H -5.00174 5.73451 -29.91424 0.88 0.30 0.08
H -5.80191 6.08899 -28.38996 0.73 0.06 0.36
C -11.48559 11.15355 -29.58745 0.05 -0.85 -1.49
O -12.78730 10.60153 -29.34937 -0.28 0.86 0.90
C -13.88804 11.23158 -29.82827 0.12 -0.03 -1.71
O -13.96807 12.29877 -30.41092 0.57 -1.14 1.29
O -14.88646 10.33836 -29.73008 0.28 0.13 0.79
C -16.12306 10.74712 -30.29327 -0.77 0.09 -0.02
H -11.45885 11.35697 -30.65797 0.29 0.55 0.07
H -10.79795 10.31755 -29.45956 -0.14 -0.13 0.24
H -11.08317 11.97431 -28.99370 -1.15 0.10 0.17
H -16.44946 11.70633 -29.89144 0.42 0.32 -0.53
H -16.93592 10.09020 -29.98374 0.55 -0.58 0.15
H -16.03747 10.68033 -31.37785 -0.16 0.53 0.04
C -9.20772 1.17948 -27.34214 1.05 -0.68 1.20
O -9.59067 2.38204 -27.94658 0.08 2.05 -0.64
C -8.66980 3.36771 -28.21096 0.78 -0.97 -0.37
O -7.44362 3.23663 -28.19104 -2.72 0.49 0.17
O -9.37283 4.47245 -28.58284 0.26 -1.26 0.63
C -8.62388 5.57389 -29.10805 0.07 -0.47 0.42
H -8.57428 1.38336 -26.47885 0.45 0.05 -0.18
H -8.69900 0.48623 -28.01200 0.00 0.22 -0.15
H -10.05055 0.66921 -26.87592 -0.47 0.36 -0.62
H -8.00569 6.00054 -28.31818 0.18 -0.02 -0.14
H -9.35812 6.32391 -29.40210 0.07 -0.25 -0.19
H -8.02835 5.17635 -29.92989 0.13 0.51 -0.11
C -0.67720 10.31246 -25.91049 -0.67 0.27 1.41
O -0.50737 9.26102 -26.83483 -0.81 0.31 -1.64
C -1.43729 9.26876 -27.82361 -2.55 -0.69 0.80
O -2.53336 9.86347 -27.77100 1.98 0.16 -0.18
O -1.15862 8.37935 -28.71795 2.72 -0.14 0.83
C -1.87594 8.04169 -29.86337 -2.64 0.05 -0.93
H -0.13401 10.06805 -24.99764 0.71 0.12 -0.50
H -1.69411 10.35096 -25.51996 -0.31 -0.02 -0.48
H -0.43899 11.28608 -26.33878 0.32 -0.11 0.09
H -2.93819 8.05851 -29.61953 -0.20 0.03 0.01
H -1.68038 7.02287 -30.19784 0.63 0.20 0.36
H -1.76320 8.73359 -30.69803 0.52 0.10 0.18
C -5.20185 11.88798 -31.62239 -1.50 0.30 0.99
O -3.84872 12.28554 -31.61938 3.08 0.35 2.18
C -3.16865 12.23454 -30.35181 0.98 0.98 -5.03
O -3.65941 11.77677 -29.39505 -0.68 -0.64 2.32
O -1.86926 12.73641 -30.45728 -2.79 -0.99 -0.35
C -1.09661 12.64922 -29.27273 0.83 0.75 0.80
H -5.41809 10.81968 -31.63213 0.69 -0.15 0.06
H -5.75441 12.33692 -32.44775 0.68 0.16 -0.27
H -5.66395 12.29318 -30.72219 -0.20 -0.21 0.11
H -0.78656 11.65474 -28.95183 -0.29 -0.20 -0.52
H -1.54361 13.13872 -28.40748 -0.57 -0.04 -0.07
H -0.20101 13.24462 -29.45030 0.00 -0.22 -0.34
C -4.55190 15.10397 -28.92361 -0.16 -0.35 0.49
O -5.98225 14.86743 -28.82792 1.89 2.16 -0.21
C -6.42318 13.71428 -28.47730 0.56 -2.51 -0.48
O -5.78563 12.71106 -28.14222 -0.02 1.16 0.22
O -7.68990 13.73783 -28.68168 -2.56 0.12 -0.43
C -8.49812 12.55174 -28.49122 0.55 0.22 0.95
H -4.04420 14.29906 -28.39213 0.13 0.01 -0.24
H -4.30414 16.04579 -28.43402 -0.35 -0.02 -0.10
H -4.26780 15.15023 -29.97492 -0.11 -0.12 0.08
H -8.21439 12.23333 -27.48813 -0.17 -0.88 -0.28
H -8.31621 11.83001 -29.28754 0.20 -0.07 0.30
H -9.55467 12.81722 -28.45493 0.48 0.54 -0.23
C -11.68249 9.18120 -35.27921 -4.04 1.08 -2.92
O -10.68582 8.55531 -34.65919 3.18 -0.14 3.10
C -10.39906 9.03325 -33.44896 -0.48 0.91 3.92
O -11.03813 9.84358 -32.74735 1.33 -1.69 -2.50
O -9.31159 8.39100 -32.97594 0.57 -0.30 -0.47
C -8.72100 8.55043 -31.65920 -0.81 1.11 0.12
H -11.95865 10.22036 -35.10037 1.30 0.36 0.42
H -12.64734 8.74261 -35.02469 -0.08 -0.66 -0.22
H -11.46548 9.03960 -36.33797 -0.48 0.16 -0.08
H -8.47246 7.56733 -31.25939 -0.06 0.15 -0.31
H -9.33369 9.12157 -30.96170 -0.86 -0.53 -0.12
H -7.86208 9.22098 -31.63280 0.49 -0.42 -0.87
C -6.46124 13.86787 -24.74552 1.09 0.09 -0.42
O -7.07931 12.66706 -24.38894 -1.90 -2.38 -0.50
C -6.95144 11.51192 -25.06106 -0.63 -1.20 0.79
O -6.14387 11.24455 -25.95070 -1.08 0.82 1.19
O -7.83148 10.60666 -24.49682 1.59 3.31 -1.35
C -7.97644 9.30961 -25.05123 0.03 -1.15 1.64
H -6.44941 14.09624 -25.81125 -0.02 -0.45 -0.12
H -5.45210 13.67060 -24.38381 0.33 1.32 -0.06
H -7.02696 14.67431 -24.27891 0.42 -0.22 0.39
H -9.03263 9.10058 -25.22107 0.12 0.52 -1.03
H -7.85133 8.72088 -24.14247 0.61 -0.64 -0.22
H -7.23360 9.05569 -25.80742 -0.43 0.15 -0.21